(1)
C29H46As2AuBrN2S | the ωB97M-V functional and the def2-TZVPD basis

Geometry as XYZ:
```
82
Properties=species:S:1:pos:R:3:forces:R:3:lowdin_charge:R:1
Au 12.397527 -15.392001 4.901227 -0.85 1.54 0.15 0.73
C 9.203983 -18.617430 6.157120 -0.63 0.24 0.30 -0.27
As 11.071158 -18.885086 6.665880 0.93 0.83 -1.71 0.76
C 11.553017 -17.870414 8.276246 -0.28 0.11 0.38 -0.25
C 11.307819 -20.848974 6.849043 0.08 1.53 1.24 -0.22
S 12.200632 -18.012141 5.063400 -0.96 -1.68 0.79 0.15
H 8.600953 -19.537100 6.059661 0.50 0.27 0.12 0.03
H 9.240597 -18.098990 5.189092 0.12 -0.25 0.30 0.01
H 8.695464 -17.955389 6.870641 0.12 -0.16 -0.07 0.03
H 11.080099 -18.331051 9.125090 -0.06 -0.40 0.58 0.01
H 11.196825 -16.827396 8.308411 -0.01 -0.44 -0.72 0.02
H 12.639489 -17.832444 8.432396 -0.30 -0.31 -0.36 0.03
H 10.305397 -21.227330 6.945939 -0.20 -0.53 -0.11 0.01
H 11.892806 -21.045596 7.752033 -0.12 -0.10 -0.16 0.03
H 11.848240 -21.153714 5.979403 0.09 -0.27 -0.56 0.02
C 13.540532 -9.302090 4.183312 -0.36 1.13 -0.13 -0.38
As 12.688203 -10.288524 5.638579 -0.42 -0.49 0.53 1.01
C 11.082727 -10.990959 4.734722 -0.04 -1.46 -0.27 -0.39
C 11.704500 -8.929762 6.679112 1.66 -0.13 0.39 -0.35
H 12.918864 -8.431514 3.844624 0.52 -0.74 0.24 0.03
H 13.598080 -10.027708 3.363308 0.40 0.29 0.10 0.01
H 14.539130 -8.916184 4.516273 -0.85 -0.57 -0.46 0.02
H 10.538462 -10.249637 4.136271 0.21 -0.15 0.05 0.02
H 10.357805 -11.432320 5.494358 1.03 0.52 -0.82 0.02
H 11.474013 -11.839704 4.083521 -0.79 0.98 0.63 0.01
H 10.670670 -9.180262 6.713245 -0.73 -0.29 0.32 0.00
H 11.811976 -7.943210 6.285291 0.04 0.72 -0.45 0.00
H 12.212471 -8.932937 7.656028 -0.68 0.05 -0.10 0.01
C 15.639130 -18.056863 0.104426 -0.89 -1.63 1.07 -0.07
C 14.975624 -16.951039 0.861229 0.66 1.79 -1.28 -0.28
C 14.330774 -15.979434 0.031427 0.79 -1.25 0.58 -0.05
C 13.668137 -14.934980 0.617692 -0.89 -1.25 1.66 -0.33
C 12.868641 -14.019549 -0.202636 -0.10 1.18 -0.12 -0.07
C 13.589028 -14.859422 2.020960 -0.32 0.07 -0.17 -0.03
C 14.282070 -15.797332 2.874896 -0.28 2.22 -1.10 -0.34
C 15.069796 -16.746537 2.219320 0.43 -1.31 0.88 -0.02
N 14.215065 -15.619714 4.226383 1.58 -0.16 0.38 -0.19
C 15.302202 -15.989716 5.156425 -0.73 -0.61 -0.42 -0.48
C 16.625013 -15.368424 4.738932 1.32 -0.63 -0.40 -0.06
C 17.758420 -15.753463 5.781232 -1.56 0.06 -1.56 -0.29
C 17.848865 -17.290890 5.936433 1.38 0.83 -0.28 -0.13
C 16.522557 -17.822712 6.390201 -0.70 -0.52 0.06 -0.31
C 16.158661 -17.220371 7.754904 1.69 0.59 -0.24 -0.11
C 16.046344 -15.683871 7.611519 -0.33 -1.48 -1.59 -0.27
C 17.392369 -15.171879 7.094955 0.53 1.28 1.82 -0.16
C 14.935744 -15.437212 6.562099 0.29 0.60 -0.06 -0.13
C 15.471947 -17.521895 5.302065 -0.24 -0.25 2.03 -0.13
H 15.879629 -17.672018 -0.880111 0.54 -0.43 -0.08 0.06
H 14.809381 -18.808498 -0.001127 0.81 0.32 -0.32 0.09
H 16.441586 -18.623374 0.659596 -0.50 0.96 -0.75 0.09
H 14.384036 -16.045240 -1.059929 -0.08 -0.19 0.36 0.11
H 13.272562 -13.043659 -0.000555 0.34 0.85 -0.58 0.07
H 11.843954 -13.876111 0.107491 -0.50 -0.55 0.25 0.07
H 12.874865 -14.258758 -1.258334 0.17 0.09 -0.19 0.08
H 12.920374 -14.030796 2.398000 0.97 -1.09 0.12 0.09
H 15.691085 -17.386859 2.893538 -0.71 0.41 -1.34 0.10
H 16.500610 -14.283860 4.591597 0.16 -0.22 0.31 0.13
H 16.931060 -15.777492 3.753707 -0.22 0.26 0.39 0.12
H 18.708843 -15.342797 5.471400 0.32 0.06 -0.29 0.13
H 18.701264 -17.497622 6.651237 -0.87 -0.07 -0.63 0.13
H 18.099215 -17.719607 4.952312 0.11 -0.02 0.31 0.12
H 16.579303 -18.919758 6.444782 0.04 0.12 0.32 0.14
H 17.048802 -17.442900 8.377293 -0.69 -0.04 0.33 0.12
H 15.262594 -17.636073 8.165891 -0.57 -0.42 0.33 0.09
H 15.746232 -15.205299 8.518790 0.02 0.26 0.80 0.12
H 18.214345 -15.557461 7.749582 -0.64 0.76 0.25 0.12
H 17.388321 -14.030441 7.108985 0.20 -1.36 -0.15 0.14
H 14.805821 -14.350375 6.484571 -0.11 -0.04 -0.26 0.11
H 13.951488 -15.832160 6.884504 0.50 -0.12 0.00 0.07
H 14.508657 -17.961871 5.660111 0.84 0.40 -0.59 0.02
H 15.827551 -18.088846 4.453880 -0.28 0.21 -0.47 0.09
Br 9.598612 -15.063992 2.976181 0.27 -0.06 0.06 0.78
C 9.499526 -14.618846 4.799669 -0.65 0.98 -0.08 -0.77
C 8.272379 -14.149549 5.270474 0.89 -0.63 2.68 -0.10
C 8.147868 -14.020051 6.700721 -1.06 0.06 -2.34 -0.04
C 9.298064 -14.113852 7.481549 -0.61 -0.10 0.28 -0.07
C 10.507037 -14.400138 6.869355 -0.57 0.43 -0.35 -0.15
N 10.597514 -14.676848 5.551181 -0.60 -0.37 0.58 -0.16
H 7.434669 -13.993046 4.627612 -0.28 -0.11 -0.30 0.09
H 7.076007 -13.874054 7.022078 1.63 0.10 0.28 0.13
H 9.249850 -13.984095 8.563435 0.09 0.01 -0.33 0.11
H 11.436659 -14.362578 7.420615 0.03 -0.19 -0.08 0.11
```
Positions in Å, forces in eV/Å.

* energy relative to the best compared isomer or geometry (same formula, charge and spin): 0.0 kcal/mol
* HOMO-LUMO gap: 5.32 eV
* E_HOMO: -0.205 Ha

=====

(2)
C6H8IrO5 | the ωB97M-V functional and the def2-TZVPD basis

Geometry as XYZ:
```
20
Properties=species:S:1:pos:R:3:forces:R:3:lowdin_charge:R:1
Ir -1.058864 1.059195 2.824897 -4.56 0.56 1.39 1.61
O 0.656998 0.793064 2.346121 1.45 0.39 0.62 -0.22
O 2.115384 -0.505640 1.364240 -2.52 0.77 0.40 0.09
C 3.441652 -0.220368 0.907092 0.98 0.10 -0.68 -0.04
C 3.264864 1.099312 0.154712 0.95 -0.36 -0.39 -0.05
O 2.017104 1.589870 0.650042 -1.71 0.16 2.07 0.05
C 1.354440 0.613881 1.313711 6.41 -0.96 -4.82 -0.52
H 4.103094 -0.127687 1.776962 -0.30 -0.11 -0.13 0.16
H 3.770313 -1.044759 0.266363 -0.09 0.20 0.22 0.16
H 3.196427 0.966644 -0.931875 -0.10 0.10 0.27 0.15
H 4.036822 1.837010 0.396463 -0.25 -0.16 -0.11 0.16
O -1.247910 0.083951 0.425953 -0.25 -0.32 1.20 -0.14
C -2.329646 -0.259163 -0.492577 -0.94 -0.29 -0.14 -0.03
C -1.768713 0.247411 -1.818318 -0.83 0.00 -0.51 -0.01
O -0.477691 0.818880 -1.431077 1.08 -0.38 0.67 0.12
C -0.226646 0.579502 -0.204578 0.45 0.17 0.17 -0.10
H -2.450461 -1.341681 -0.402768 -0.05 0.23 -0.24 0.16
H -3.229605 0.254678 -0.145511 0.15 -0.10 -0.19 0.15
H -2.353047 1.057647 -2.263321 0.16 -0.23 0.05 0.16
H -1.570038 -0.540581 -2.549336 -0.01 0.22 0.15 0.16
```
Positions in Å, forces in eV/Å.

* energy relative to the best compared isomer or geometry (same formula, charge and spin): 16.5 kcal/mol
* charge: +2
* HOMO-LUMO gap (spin up / spin down): 9.92 / 5.98 eV
* expectation value of S²: 8.76
* spin multiplicity: 6
* E_HOMO (spin up / spin down): -0.653 / -0.680 Ha

=====

(3)
C4H4ClF | the ωB97M-V functional and the def2-TZVPD basis

Geometry as XYZ:
```
10
Properties=species:S:1:pos:R:3:forces:R:3:lowdin_charge:R:1
C -0.678777 -0.057976 0.761989 0.23 1.70 1.80 -0.42
C 0.170662 0.520963 1.664755 2.61 -2.69 -7.41 0.12
C -0.384332 -0.073056 -0.665913 1.37 -1.53 -3.77 -0.59
C 0.811804 -0.323565 -1.317935 -4.75 2.28 -1.17 -0.03
H -0.000164 0.582522 2.672211 0.09 0.14 2.32 0.02
H 1.299300 0.366315 0.861888 -3.07 1.46 3.70 0.18
H 1.597368 -0.604187 -0.742917 2.67 -0.76 1.19 0.01
H 0.839348 -0.044260 -2.431358 0.30 -0.97 1.99 0.09
F -1.934443 -0.398037 1.109345 0.13 0.02 -0.28 0.04
Cl -1.720765 0.031281 -1.912064 0.42 0.35 1.64 0.58
```
Positions in Å, forces in eV/Å.

* energy relative to the best compared isomer or geometry (same formula, charge and spin): 53.6 kcal/mol
* HOMO-LUMO gap: 9.19 eV
* E_HOMO: -0.341 Ha

=====

(4)
C6H12O | the ωB97M-V functional and the def2-TZVPD basis

Geometry as XYZ:
```
19
Properties=species:S:1:pos:R:3:forces:R:3:lowdin_charge:R:1
C -2.551037 0.241391 0.178698 -0.12 -0.10 0.31 -0.07
C -0.994847 0.099120 0.351333 -0.08 0.02 -0.08 -0.23
C -0.515091 -1.232977 -0.095261 -0.14 -0.30 -0.36 -0.17
C 0.285280 -0.690619 1.016208 -0.33 0.03 0.07 -0.17
C 1.727118 -0.325976 0.492659 -0.24 0.19 0.09 -0.13
C 1.769160 0.951088 -0.341065 -0.21 0.49 0.43 -0.28
O 1.858205 0.667243 -1.728698 -0.11 0.01 -0.30 -0.06
H -2.726123 -0.088429 -0.860971 0.14 0.04 0.35 0.08
H -3.246448 -0.354677 0.778408 0.45 -0.07 0.26 0.06
H -2.940477 1.270857 0.187927 0.50 -0.15 0.40 0.06
H -0.612830 1.045191 0.038642 0.15 -0.12 -0.97 0.07
H 0.828453 1.455240 -0.154124 0.41 0.47 -0.04 0.08
H -0.029964 -1.444126 -1.041177 0.03 0.04 -0.08 0.11
H -1.288542 -1.937158 0.196716 0.12 -0.29 -0.25 0.11
H 0.259629 -1.139053 2.006321 -0.18 0.03 -0.20 0.11
H 2.055549 -1.123029 -0.193438 -0.26 0.03 0.27 0.11
H 2.504158 -0.305228 1.270569 -0.58 0.17 0.12 0.11
H 2.551789 1.651041 -0.031886 0.24 -0.28 -0.04 0.12
H 1.319000 1.319352 -2.194254 0.23 -0.21 0.03 0.09
```
Positions in Å, forces in eV/Å.

* SMILES: C[C@@H]1C[C@H]1CCO
* energy relative to the best compared isomer or geometry (same formula, charge and spin): 75.3 kcal/mol
* HOMO-LUMO gap: 10.13 eV
* E_HOMO: -0.337 Ha